[1]
Computed, not measured: a 2-piece molecular cluster, C3H5Cl2O3P overall in a non-equilibrium geometry, with the ωB97M-V functional and the def2-TZVPD basis.

Computed properties:
LUMO level: 0.165 hartree
frontier orbital gap: 6.6 eV
net charge: -2
molecular weight: 191.0 g mol⁻¹
energy above the lowest of the compared OMol25 structures with the same formula, charge and spin: 0.0 kJ/mol

Bonds (Å) are listed after each position.
Element x y z (Å)
1 C -0.13629 1.35770 1.66379  C3 1.280, H10 1.079, H12 1.099
2 C -0.06114 0.27891 -0.63668  C3 1.600, P7 1.922, H13 1.175, H14 1.093
3 C -0.72274 1.12365 0.55023  C1 1.280, C2 1.600, Cl9 1.699
4 O -2.40479 -0.69196 -1.63552  P7 1.475
5 O -1.59284 -1.45660 0.63881  P7 1.662, H11 0.938
6 O -0.51646 -2.40605 -1.52808  P7 1.478
7 P -1.20790 -1.22894 -0.96165  C2 1.922, O4 1.475, O5 1.662, O6 1.478
8 Cl 10.04992 -1.42558 -1.46277  no bonds
9 Cl -2.32354 1.64021 0.30787  C3 1.699
10 H 0.82983 0.92870 1.88255  C1 1.079
11 H -2.19068 -0.76066 0.83229  O5 0.938
12 H -0.68086 1.78630 2.51692  C1 1.099
13 H -0.03391 0.83393 -1.67168  C2 1.175
14 H 0.99143 0.02040 -0.49606  C2 1.093

The Löwdin scheme yields these atomic charges, measured in e: -0.089 -0.216 -0.832 -0.406 -0.219 -0.369 0.183 -1.000 0.696 0.065 -0.034 0.056 0.101 0.065



[2]
Computed, not measured: a 11-piece molecular cluster, C15H42BNO17 overall in a non-equilibrium geometry, with the ωB97M-V functional and the def2-TZVPD basis.

Computed properties:
LUMO level: -0.051 hartree
frontier orbital gap: 8.8 eV
net charge: 0
molecular weight: 519.3 g mol⁻¹
energy above the lowest of the compared OMol25 structures with the same formula, charge and spin: 115.5 kJ/mol

Bonds (Å) are listed after each position.
Element x y z (Å)
1 C 24.62800 28.59900 16.64300  C2 1.567, H13 0.928, H14 1.107, H15 1.105
2 C 24.66500 27.65700 15.39100  C1 1.567, C3 1.513, H16 1.180, H17 0.953
3 C 25.82700 26.68800 15.37700  C2 1.513, C4 1.449, H18 1.113, H19 1.013
4 C 26.05500 25.84800 14.21800  C3 1.449, N5 1.553, H20 1.158, H21 1.090
5 N 27.32800 24.95900 14.22500  C4 1.553, C6 1.496, C9 1.451, C10 1.526
6 C 27.74400 24.33600 15.52000  N5 1.496, C7 1.529, H22 1.107, H23 0.981
7 C 28.67200 25.34600 16.19600  C6 1.529, C8 1.498, H24 1.108, H25 1.072
8 C 29.18300 26.27000 15.13400  C7 1.498, C9 1.503, H26 1.120, H27 0.913
9 C 28.47400 25.78800 13.90000  N5 1.451, C8 1.503, H28 1.144, H29 1.108
10 C 27.05000 23.88400 13.17800  N5 1.526, C11 1.463, H30 1.025, H31 1.183
11 C 26.71400 24.32100 11.82300  C10 1.463, C12 1.519, H32 1.109, H33 1.089
12 C 26.36500 23.20500 10.85300  C11 1.519, H34 1.055, H35 1.062, H36 1.076
13 H 23.84700 29.09700 16.58200  C1 0.928
14 H 25.46200 29.29500 16.85700  C1 1.107
15 H 24.38700 27.96000 17.51200  C1 1.105
16 H 24.76200 28.22000 14.35900  C2 1.180
17 H 23.86500 27.13900 15.41300  C2 0.953
18 H 25.74900 26.15600 16.35200  C3 1.113
19 H 26.60600 27.26400 15.67200  C3 1.013
20 H 26.18200 26.61400 13.35900  C4 1.158
21 H 25.28900 25.07400 14.16900  C4 1.090
22 H 28.04800 23.30900 15.24200  C6 1.107
23 H 26.97900 23.98300 16.02200  C6 0.981
24 H 29.50400 24.82200 16.70700  C7 1.108
25 H 28.34100 26.02500 16.95700  C7 1.072
26 H 30.29100 26.22700 14.97800  C8 1.120
27 H 28.96100 27.15100 15.22500  C8 0.913
28 H 29.29200 25.06800 13.55200  C9 1.144
29 H 28.15400 26.55700 13.16900  C9 1.108
30 H 26.36900 23.28800 13.66000  C10 1.025
31 H 28.12200 23.38600 13.22600  C10 1.183
32 H 27.66800 24.76800 11.47600  C11 1.109
33 H 25.89200 25.01400 11.65000  C11 1.089
34 H 25.48500 22.66200 11.06400  C12 1.055
35 H 27.13600 22.47500 10.86800  C12 1.062
36 H 26.29800 23.44700 9.80700  C12 1.076
37 O 26.43200 28.26500 11.68100  C38 1.326
38 C 25.49100 27.73000 10.91500  O37 1.326, O39 1.217, C42 1.437
39 O 24.40100 27.32400 11.27200  C38 1.217, B40 1.421
40 B 23.72900 26.60700 10.24600  O39 1.421, O41 1.512, O44 1.417, O48 1.498
41 O 24.77100 26.50200 9.15600  B40 1.512, C42 1.369
42 C 25.83700 27.22800 9.61400  C38 1.437, O41 1.369, O43 1.184
43 O 26.91400 27.01600 9.16900  C42 1.184
44 O 22.51600 27.10200 9.70700  B40 1.417, C45 1.329
45 C 21.56800 26.19200 9.90700  O44 1.329, O46 1.231, C47 1.382
46 O 20.38700 26.40100 9.62800  C45 1.231
47 C 22.17900 25.04400 10.37500  C45 1.382, O48 1.281, O49 1.195
48 O 23.41300 25.20700 10.67600  B40 1.498, C47 1.281
49 O 21.59300 24.09000 10.79400  C47 1.195
50 O 29.63500 27.05400 9.80900  H51 0.955, H52 0.946
51 H 28.71200 27.17200 9.59300  O50 0.955
52 H 29.45600 26.16100 9.55200  O50 0.946
53 O 24.02800 25.41400 6.78100  H54 1.039, H55 0.974
54 H 24.47300 25.71200 7.67100  O53 1.039
55 H 23.34800 26.07300 6.55100  O53 0.974
56 O 23.79400 30.69700 12.28900  H57 1.098, H58 0.941
57 H 23.27200 29.73100 12.31900  O56 1.098
58 H 23.25900 31.06300 11.60700  O56 0.941
59 O 28.80300 29.33400 11.75500  H60 0.949, H61 0.930
60 H 28.00200 28.88800 12.00200  O59 0.949
61 H 29.34300 28.66300 11.40500  O59 0.930
62 O 19.18400 22.56500 10.85000  H63 0.983, H64 0.869
63 H 19.73600 23.33600 10.59100  O62 0.983
64 H 19.26400 22.46900 11.71000  O62 0.869
65 O 27.31300 25.99700 6.32700  H66 0.959, H67 1.021
66 H 26.74300 26.68900 5.98700  O65 0.959
67 H 27.10500 25.75300 7.29600  O65 1.021
68 O 26.50300 31.26500 11.70800  H69 0.883, H70 1.078
69 H 25.68900 31.19100 12.04100  O68 0.883
70 H 26.96300 30.34800 12.03900  O68 1.078
71 O 22.71600 21.77700 9.69200  H72 0.914, H73 0.997
72 H 22.56700 22.51600 10.20800  O71 0.914
73 H 22.47200 21.00500 10.27300  O71 0.997
74 O 18.75600 26.67100 7.51600  H75 0.950, H76 0.865
75 H 19.20000 26.57000 8.35000  O74 0.950
76 H 17.94500 26.38800 7.61800  O74 0.865

The Löwdin scheme yields these atomic charges, measured in e: -0.039 -0.183 -0.229 -0.073 -0.220 -0.070 -0.108 -0.137 -0.114 -0.125 -0.216 -0.056 -0.028 0.103 0.096 0.154 0.036 0.141 0.080 0.144 0.153 0.148 0.082 0.133 0.115 0.156 0.020 0.169 0.144 0.111 0.179 0.130 0.101 0.067 0.069 0.089 0.017 -0.333 0.333 -0.889 0.173 -0.320 0.181 0.305 -0.318 0.168 -0.439 0.278 0.164 -0.038 -0.015 0.019 -0.103 0.044 0.039 -0.089 0.144 0.018 -0.032 -0.046 -0.016 -0.007 0.031 -0.066 -0.094 0.025 0.050 -0.063 -0.116 0.081 -0.041 -0.070 0.073 0.013 -0.023 -0.060



[3]
Computed, not measured: one molecule with the formula C2H6N2S2 in a non-equilibrium geometry, with the ωB97M-V functional and the def2-TZVPD basis.

Computed properties:
SMILES: CS/N=C\NS
LUMO level: 0.023 hartree
frontier orbital gap: 8.7 eV
net charge: 0
molecular weight: 122.2 g mol⁻¹
energy above the lowest of the compared OMol25 structures with the same formula, charge and spin: 107.8 kJ/mol

Bonds (Å) are listed after each position.
Element x y z (Å)
1 C 2.68525 -0.03618 0.18554  S2 1.740, H7 1.139, H8 1.117, H9 1.105
2 S 1.15165 -0.69098 -0.31149  C1 1.740, N3 1.707
3 N 0.19627 0.72320 -0.28931  S2 1.707, C4 1.272
4 C -1.06821 0.63118 -0.39696  N3 1.272, N5 1.385, H10 1.041
5 N -1.91539 -0.46404 -0.43542  C4 1.385, S6 1.752, H11 1.014
6 S -3.60794 -0.25355 -0.03276  N5 1.752, H12 1.374
7 H 3.52557 -0.80441 0.15173  C1 1.139
8 H 2.74494 0.35361 1.23100  C1 1.117
9 H 3.01295 0.78927 -0.47151  C1 1.105
10 H -1.65643 1.48953 -0.42888  C4 1.041
11 H -1.54477 -1.40258 -0.53768  N5 1.014
12 H -3.52389 -0.33506 1.33574  S6 1.374

The Löwdin scheme yields these atomic charges, measured in e: -0.491 0.777 -0.294 -0.445 -0.407 0.731 0.058 0.043 0.035 0.071 0.058 -0.135



[4]
Computed, not measured: one molecule with the formula C4H8O2 in a non-equilibrium geometry, with the ωB97M-V functional and the def2-TZVPD basis.

Computed properties:
SMILES: CCOCC=O
LUMO level: 0.035 hartree
frontier orbital gap: 10.8 eV
net charge: 0
molecular weight: 88.1 g mol⁻¹
energy above the lowest of the compared OMol25 structures with the same formula, charge and spin: 254.6 kJ/mol

Bonds (Å) are listed after each position.
Element x y z (Å)
1 C -0.67894 1.07968 0.40308  C2 1.534, H7 1.095, H8 1.085, H9 1.089
2 C -0.76949 0.45332 -0.99480  C1 1.534, O3 1.419, H10 1.097, H11 1.101
3 O -0.53514 -0.94564 -1.02878  C2 1.419, C4 1.405
4 C 0.36067 -1.41627 -0.05433  O3 1.405, C5 1.519, H12 1.097, H13 1.096
5 C 1.27873 -0.37737 0.56735  C4 1.519, O6 1.213, H14 1.112
6 O 1.60071 -0.37763 1.73652  C5 1.213
7 H 0.06206 0.70582 1.11758  C1 1.095
8 H -1.58280 0.89638 0.97457  C1 1.085
9 H -0.43057 2.13737 0.32470  C1 1.089
10 H -1.78334 0.60217 -1.38537  C2 1.097
11 H -0.08715 0.94128 -1.70771  C2 1.101
12 H 1.05123 -2.11802 -0.53716  C4 1.097
13 H -0.17980 -1.93269 0.74652  C4 1.096
14 H 1.69382 0.35162 -0.16215  C5 1.112

The Löwdin scheme yields these atomic charges, measured in e: -0.067 -0.241 -0.132 -0.171 -0.312 0.030 0.045 0.093 0.096 0.121 0.116 0.138 0.138 0.145



[5]
Computed, not measured: one molecule with the formula C4H6N2O in a non-equilibrium geometry, with the ωB97M-V functional and the def2-TZVPD basis.

Computed properties:
LUMO level (alpha / beta): -0.001 / -0.001 hartree
frontier orbital gap (alpha / beta): 8.1 / 8.1 eV
net charge: 0
molecular weight: 98.1 g mol⁻¹
energy above the lowest of the compared OMol25 structures with the same formula, charge and spin: 516.8 kJ/mol

Bonds (Å) are listed after each position.
Element x y z (Å)
1 C 0.50481 -0.73278 -0.03910  C2 1.507, C4 1.328, O5 1.367
2 C 0.31548 0.70547 -0.44583  C1 1.507, C3 1.760, N6 1.301, H11 1.171
3 C -0.94591 1.27590 0.64063  C2 1.760, N7 1.189
4 C 0.11041 -1.74297 -0.80640  C1 1.328, H12 1.078, H13 1.082
5 O 0.90698 -0.84064 1.26286  C1 1.367, H8 0.966
6 N 0.24494 1.20574 -1.64464  C2 1.301, H9 1.016
7 N -1.10012 2.09041 1.49360  C3 1.189, H10 1.011
8 H 0.83868 -1.75780 1.55788  O5 0.966
9 H 0.27336 0.46817 -2.34328  N6 1.016
10 H -1.80895 2.29494 2.18526  N7 1.011
11 H 0.86676 1.35127 0.36056  C2 1.171
12 H -0.32580 -1.55332 -1.77329  C4 1.078
13 H 0.11936 -2.76440 -0.44827  C4 1.082

The Löwdin scheme yields these atomic charges, measured in e: -0.401 -0.471 0.051 0.067 0.033 0.046 0.166 0.113 0.024 0.097 0.153 0.060 0.062



[6]
Computed, not measured: one molecule with the formula C6H12O, with the ωB97M-V functional and the def2-TZVPD basis.

Computed properties:
LUMO level: 0.040 hartree
frontier orbital gap: 8.3 eV
net charge: 0
molecular weight: 100.2 g mol⁻¹
energy above the lowest of the compared OMol25 structures with the same formula, charge and spin: 415.8 kJ/mol

Bonds (Å) are listed after each position.
Element x y z (Å)
1 C 2.50406 -0.81740 0.00180  O2 1.419, H8 1.098, H9 1.094, H10 1.092
2 O 1.49315 -0.07474 -0.66178  C1 1.419, C3 1.347
3 C 0.80283 0.75714 0.14168  O2 1.347, C4 1.518, H11 1.198
4 C -0.24607 1.53347 -0.63481  C3 1.518, C5 1.529, H12 1.097, H13 1.099
5 C -1.46339 1.23451 0.24145  C4 1.529, C6 1.525, H14 1.096, H15 1.096
6 C -1.03502 -0.14540 0.72848  C5 1.525, C7 1.506, H16 1.096
7 C -1.21917 -1.30904 -0.20925  C6 1.506, H17 1.099, H18 1.097, H19 1.096
8 H 2.04578 -1.60084 0.62043  C1 1.098
9 H 3.11231 -0.16541 0.63648  C1 1.094
10 H 3.12171 -1.28385 -0.76864  C1 1.092
11 H 0.31747 0.23684 1.10526  C3 1.198
12 H 0.00991 2.59052 -0.77708  C4 1.097
13 H -0.38324 1.09154 -1.63165  C4 1.099
14 H -2.42952 1.26779 -0.27598  C5 1.096
15 H -1.50948 1.93001 1.08660  C5 1.096
16 H -1.31702 -0.38854 1.75911  C6 1.096
17 H -2.28134 -1.47041 -0.44247  C7 1.099
18 H -0.68685 -1.15158 -1.15522  C7 1.097
19 H -0.83611 -2.23462 0.23558  C7 1.096

The Löwdin scheme yields these atomic charges, measured in e: -0.079 -0.164 -0.194 -0.182 -0.192 -0.250 -0.098 0.091 0.090 0.089 0.105 0.105 0.112 0.109 0.111 0.116 0.081 0.074 0.077